Molecular formula: C31H28CsN9O2S2
Method: DFT, ωB97M-V with the def2-TZVPD basis set

Structure (XYZ):
```
73
Properties=species:S:1:pos:R:3
Cs -0.978 -0.116 0.067
C 0.456 5.816 5.490
C -0.060 4.415 5.177
N 1.011 3.479 4.912
C 1.440 3.184 3.621
S 3.011 2.428 3.523
N 0.698 3.631 2.665
N 0.745 3.133 1.404
C 0.955 3.979 0.468
C 1.315 5.416 0.732
C 0.894 3.508 -0.948
C 0.902 4.436 -1.991
C 0.967 3.990 -3.301
C 1.019 2.631 -3.549
C 0.945 1.773 -2.457
N 0.872 2.195 -1.199
H -0.370 6.504 5.691
H 1.031 6.201 4.644
H 1.111 5.805 6.366
H -0.688 4.439 4.290
H -0.671 4.046 6.006
H 1.768 3.441 5.574
H 1.735 5.496 1.731
H 0.436 6.068 0.686
H 2.046 5.776 0.007
H 0.850 5.495 -1.779
H 0.984 4.702 -4.117
H 1.102 2.235 -4.552
H 0.966 0.693 -2.599
N 3.928 -0.300 2.080
C 2.733 -0.406 1.463
N 2.520 -1.045 0.366
C 3.592 -1.633 -0.296
N 3.445 -2.224 -1.432
N 2.187 -2.089 -1.986
C 1.590 -3.165 -2.268
C 0.215 -3.184 -2.836
C -0.380 -4.409 -3.090
C -1.703 -4.444 -3.509
C -2.386 -3.256 -3.661
C -1.697 -2.075 -3.415
N -0.429 -2.029 -3.021
C 4.923 -1.595 0.345
C 6.047 -2.212 -0.199
C 7.273 -2.128 0.430
C 7.391 -1.410 1.623
C 6.293 -0.793 2.179
C 5.051 -0.892 1.546
H 3.970 0.340 2.866
H 1.932 0.136 1.957
H 2.037 -4.134 -2.027
H 0.182 -5.323 -2.937
H -2.199 -5.391 -3.681
H -3.434 -3.229 -3.921
H -2.207 -1.121 -3.507
H 5.925 -2.748 -1.131
H 8.140 -2.612 -0.001
H 8.352 -1.332 2.117
H 6.378 -0.224 3.098
O -2.664 -1.408 1.382
C -3.331 -1.565 0.319
O -2.851 -1.939 -0.776
C -4.807 -1.243 0.409
C -5.605 -2.053 1.209
C -6.966 -1.819 1.364
C -7.527 -0.736 0.695
C -6.735 0.090 -0.090
C -5.349 -0.116 -0.255
S -4.379 1.017 -1.183
H -5.136 -2.883 1.728
H -7.572 -2.460 1.995
H -8.588 -0.523 0.799
H -7.172 0.943 -0.595
```

Summary:
calculated total energy: -2657.98452 a.u.
net charge: -2
HOMO energy: -0.0310 Ha
ΔE to the lowest compared entry with this formula, charge and spin: 33.9 kcal/mol
E_LUMO: 3.9 eV


Molecular formula: C3H6O4S2
Method: DFT, ωB97M-V with the def2-TZVPD basis set

Structure (XYZ):
```
15
Properties=species:S:1:pos:R:3
C 1.864 -1.482 0.285
S 0.252 -1.259 1.152
O 0.025 0.206 1.398
O 0.177 -2.062 2.316
C -0.991 -1.833 -0.042
S -2.160 -0.612 -0.293
C -2.050 1.233 0.028
O -3.377 -0.940 -1.050
O -0.788 -0.846 -1.100
H 1.839 -2.461 0.174
H 1.722 -0.954 -0.581
H 2.577 -1.012 1.090
H -2.769 1.373 0.805
H -1.054 1.380 0.181
H -2.266 1.766 -0.849
```

Summary:
calculated total energy: -1215.00686 a.u.
HOMO energy: -0.3430 Ha
SMILES: CS(=O)(=O)C1=[S@](C)(=O)O1
ΔE to the lowest compared entry with this formula, charge and spin: 104.8 kcal/mol
E_LUMO: -0.9 eV


Molecular formula: C4H13NOS
Method: DFT, ωB97M-V with the def2-TZVPD basis set

Structure (XYZ):
```
20
Properties=species:S:1:pos:R:3
N 2.164 0.053 0.946
C 0.792 -0.571 0.984
C -0.160 0.673 1.034
C -0.125 1.264 -0.405
C -1.267 0.812 -1.285
S -2.891 1.431 -0.943
H 2.741 -0.631 0.460
H 2.491 -0.017 1.908
H 0.698 -1.090 0.025
H 0.653 -1.160 1.900
H -1.198 0.339 1.188
H 0.432 1.409 1.575
H 0.767 1.062 -1.003
H 0.074 2.357 -0.414
H -1.315 -0.321 -1.245
H -0.874 0.962 -2.330
H -2.691 2.580 -0.309
O -0.365 -3.378 -0.787
H -0.523 -2.424 -0.653
H 0.594 -3.350 -0.646
```

Summary:
calculated total energy: -688.32785 a.u.
HOMO energy: -0.3320 Ha
SMILES: NCCCCS.O
ΔE to the lowest compared entry with this formula, charge and spin: 38.2 kcal/mol
E_LUMO: 0.6 eV